Entry 1:
Density functional theory data (ωB97M-V/def2-TZVPD) for a molecular structure, C33H55AgAsN4O2Si3 in a non-equilibrium geometry.

Output
HOMO-LUMO gap: 0.2612 Ha
E_LUMO: -0.09908 Ha
Net charge: +1
HOMO: -0.3602 Eh

Last column: Mulliken charge in e.
Atoms and positions in Å:
Ag  -0.568  0.674  -0.551  1.68
C  4.857  4.991  -1.224  -1.60
C  3.988  3.832  -1.583  0.19
C  4.443  2.557  -1.747  -1.16
C  3.592  1.480  -2.054  0.91
C  4.292  0.308  -2.379  -0.44
N  3.912  -0.748  -3.048  0.11
C  2.772  -0.818  -3.947  -0.16
C  2.746  -2.231  -4.515  -1.32
C  2.480  -3.326  -3.486  -0.68
N  1.254  -3.082  -2.753  0.50
C  0.409  -4.011  -2.406  -0.18
C  -0.846  -3.802  -1.855  0.29
C  -1.687  -4.903  -1.638  -0.71
C  -2.976  -4.717  -1.225  0.34
C  -3.873  -5.893  -0.919  -1.60
C  -3.449  -3.405  -1.111  -0.62
C  -2.678  -2.275  -1.304  1.13
C  -3.383  -0.986  -1.284  -0.79
N  -2.872  0.155  -1.563  -0.01
C  -3.806  1.285  -1.609  -0.95
C  -3.157  2.651  -1.191  -0.58
C  -2.018  3.158  -2.117  -0.81
N  -0.727  2.608  -1.786  0.49
C  0.275  3.387  -1.972  -0.66
C  1.679  3.025  -1.817  0.53
C  2.578  4.063  -1.700  -0.33
C  2.127  1.641  -1.993  0.19
O  1.344  0.670  -2.002  -0.65
C  -1.292  -2.440  -1.655  0.19
O  -0.500  -1.476  -1.828  -1.07
H  5.933  4.680  -1.301  0.33
H  4.683  5.320  -0.207  0.32
H  4.795  5.858  -1.861  0.38
H  5.493  2.390  -1.723  0.38
H  5.300  0.206  -2.049  0.48
H  4.525  -1.557  -3.031  0.35
H  2.990  -0.164  -4.778  0.38
H  1.843  -0.507  -3.443  -0.09
H  3.680  -2.487  -5.036  0.42
H  1.984  -2.291  -5.300  0.37
H  3.263  -3.406  -2.743  0.30
H  2.416  -4.284  -4.025  0.48
H  0.888  -2.156  -2.518  -0.16
H  0.756  -5.052  -2.563  0.41
H  -1.347  -5.924  -1.852  0.38
H  -3.326  -6.834  -0.858  0.38
H  -4.694  -6.042  -1.639  0.32
H  -4.420  -5.761  0.048  0.33
H  -4.497  -3.298  -0.900  0.50
H  -4.426  -0.976  -0.997  0.44
H  -4.680  1.088  -0.964  0.46
H  -4.112  1.384  -2.622  0.43
H  -2.743  2.522  -0.182  -0.29
H  -3.908  3.402  -1.141  0.53
H  -1.962  4.250  -2.062  0.57
H  -2.232  2.803  -3.113  0.28
H  0.116  4.454  -2.238  0.18
H  2.170  5.078  -1.660  0.39
C  1.269  -2.449  1.316  -0.16
Si  1.254  -1.001  2.519  0.02
C  2.766  0.098  2.216  -0.88
C  1.237  -1.567  4.294  -1.07
As  -0.555  0.402  1.981  -0.18
Si  -0.161  2.485  2.940  0.18
C  -1.757  3.454  2.603  -0.97
C  0.222  2.395  4.786  -1.08
C  1.252  3.252  1.965  -0.62
Si  -2.464  -0.372  3.101  0.35
C  -2.323  -2.259  3.176  -0.78
C  -3.964  0.202  2.118  -0.70
C  -2.622  0.287  4.856  -1.24
H  2.183  -3.016  1.502  0.53
H  1.251  -2.061  0.317  -0.56
H  0.396  -3.158  1.438  0.22
H  3.647  -0.564  2.074  0.44
H  2.989  0.694  3.073  0.37
H  2.736  0.682  1.279  -0.08
H  2.201  -2.057  4.386  0.39
H  0.515  -2.343  4.575  0.33
H  1.235  -0.808  5.053  0.31
H  -2.574  2.898  3.014  0.21
H  -1.886  3.686  1.563  0.19
H  -1.733  4.342  3.234  0.45
H  -0.508  1.854  5.381  0.31
H  0.265  3.426  5.167  0.37
H  1.189  1.980  5.026  0.32
H  1.054  3.290  0.891  -0.30
H  2.204  2.708  2.123  0.22
H  1.407  4.286  2.238  0.56
H  -2.326  -2.707  2.157  0.08
H  -3.225  -2.645  3.727  0.37
H  -1.449  -2.636  3.728  0.17
H  -3.834  0.112  1.010  -0.13
H  -4.256  1.231  2.283  0.39
H  -4.810  -0.421  2.328  0.49
H  -1.884  0.001  5.539  0.38
H  -3.622  -0.144  5.130  0.32
H  -2.721  1.374  4.907  0.34

Entry 2:
Density functional theory data (ωB97M-V/def2-TZVPD) for a molecular structure, C33H55AsGeN3O5Y in a non-equilibrium geometry.

Output
HOMO-LUMO gap (spin up / spin down): 0.2933 / 0.2088 Ha
E_LUMO (spin up / spin down): -0.28202 / -0.36879 Ha
Net charge: +3
⟨S²⟩: 0.767
HOMO (spin up / spin down): -0.5754 / -0.5776 Eh
Multiplicity: 2

Last column: Löwdin spin population.
Atoms and positions in Å:
Y  1.147  1.651  -0.295  0.00
C  -0.492  2.934  3.448  0.00
C  0.418  1.721  3.332  0.00
C  1.445  1.631  4.478  0.00
C  -0.334  0.353  3.186  0.00
O  1.104  1.936  2.083  0.00
Ge  2.985  2.229  1.913  0.00
O  2.462  3.272  0.221  0.00
C  2.483  4.750  0.171  0.00
C  3.920  5.264  0.036  0.00
C  1.997  5.311  1.543  0.00
C  1.636  5.183  -0.994  0.00
O  2.860  0.823  0.574  0.00
C  3.878  -0.268  0.615  0.00
C  3.174  -1.549  0.158  0.00
C  5.059  0.163  -0.255  0.00
C  4.394  -0.339  2.084  0.00
H  -1.117  2.901  4.297  0.00
H  -1.122  3.083  2.594  0.00
H  0.050  3.894  3.546  0.00
H  0.957  1.497  5.443  0.00
H  2.029  2.518  4.558  0.00
H  2.017  0.695  4.365  0.00
H  -0.929  0.120  4.038  0.00
H  0.279  -0.495  3.015  0.00
H  -0.957  0.453  2.311  0.00
H  4.499  4.902  0.879  0.00
H  3.833  6.329  0.116  0.00
H  4.478  5.024  -0.924  0.00
H  2.640  5.031  2.413  0.00
H  0.963  5.029  1.815  0.00
H  2.035  6.376  1.479  0.00
H  2.053  4.754  -1.942  0.00
H  1.714  6.257  -1.114  0.00
H  0.523  5.017  -0.928  0.00
H  2.740  -1.505  -0.846  0.00
H  2.298  -1.730  0.850  0.00
H  3.880  -2.351  0.116  0.00
H  4.753  0.179  -1.320  0.00
H  5.968  -0.426  -0.237  0.00
H  5.303  1.184  0.074  0.00
H  3.581  -0.398  2.834  0.00
H  5.071  0.497  2.309  0.00
H  4.944  -1.283  2.200  0.00
O  0.913  -0.003  -4.257  0.00
C  0.710  0.493  -3.179  0.00
O  1.546  1.099  -2.432  0.00
C  -0.753  0.457  -2.711  0.00
C  -1.791  0.035  -3.555  0.00
C  -3.004  0.063  -3.043  0.00
C  -3.315  0.484  -1.718  0.00
C  -4.584  0.331  -1.202  0.00
C  -4.817  0.714  0.127  0.00
C  -3.769  1.289  0.865  0.00
C  -2.474  1.390  0.331  0.00
C  -2.225  1.016  -0.991  0.00
N  -0.933  0.940  -1.473  0.00
H  -1.656  -0.431  -4.465  0.00
H  -3.842  -0.140  -3.740  0.00
H  -5.352  -0.058  -1.820  0.00
H  -5.834  0.502  0.483  0.00
H  -3.895  1.589  1.903  0.00
H  -1.674  1.869  0.912  0.00
C  -4.088  -3.070  3.500  0.06
As  -3.499  -3.211  1.701  0.46
C  -2.283  -4.949  1.714  0.05
C  -5.155  -3.428  0.562  0.08
C  -5.528  -4.850  0.541  0.07
C  -4.969  -5.713  -0.461  0.06
C  -5.212  -7.067  -0.327  0.01
C  -5.904  -7.541  0.768  0.10
C  -6.480  -6.703  1.715  0.00
C  -6.165  -5.346  1.707  0.07
H  -4.706  -3.962  3.813  0.01
H  -4.683  -2.171  3.609  0.00
H  -3.083  -3.011  4.046  0.00
H  -2.601  -5.494  2.613  0.01
H  -1.270  -4.584  1.778  0.00
H  -2.402  -5.606  0.780  0.00
H  -5.011  -3.094  -0.406  0.00
H  -5.822  -2.733  1.144  0.01
H  -4.484  -5.486  -1.395  0.00
H  -4.782  -7.819  -1.033  0.00
H  -6.087  -8.563  0.860  0.01
H  -6.936  -7.130  2.619  0.00
H  -6.634  -4.749  2.445  0.00
N  3.074  -0.141  -5.830  0.00
C  4.073  0.957  -5.688  0.00
C  4.589  1.043  -4.301  0.00
N  5.316  2.273  -4.151  0.00
H  2.577  -0.009  -6.722  0.00
H  2.325  -0.033  -5.107  0.00
H  3.464  -1.111  -5.851  0.00
H  3.444  1.841  -5.798  0.00
H  4.819  0.996  -6.454  0.00
H  5.169  0.167  -3.991  0.00
H  3.828  0.927  -3.573  0.00
H  4.948  3.016  -4.740  0.00
H  6.290  2.099  -4.365  0.00

Entry 3:
Density functional theory data (ωB97M-V/def2-TZVPD) for 3 unconnected molecules or ions with the total composition C33H55N2O10P3S2 in a non-equilibrium geometry.

Output
HOMO-LUMO gap: 0.2949 Ha
E_LUMO: -0.02495 Ha
SMILES: CCC[C@H](C)c1cc(S)c2nc(P(O)(O)=S)c(Cc3ccc(C)cc3)nc2c1.CCOP(=O)(OCC)OCC.CCOP(=O)(OCC)OCC
Net charge: 0
HOMO: -0.3198 Eh

Last column: Mulliken charge in e.
Atoms and positions in Å:
C  0.644  -4.369  4.882  -1.03
C  0.399  -2.845  4.663  -0.42
C  0.800  -2.360  3.245  -0.47
C  0.397  -0.835  3.184  0.97
C  -1.060  -0.607  2.693  -1.76
C  1.383  0.035  2.383  -0.33
C  2.734  0.168  2.897  -0.69
C  3.665  0.898  2.221  -0.03
S  5.309  1.002  2.931  -0.26
C  3.363  1.584  0.974  0.19
N  4.366  2.266  0.360  -0.34
C  3.912  2.884  -0.721  0.20
P  5.171  3.871  -1.649  0.70
O  6.601  3.610  -0.884  -0.49
O  5.363  3.209  -3.137  -0.49
S  4.835  5.761  -1.656  -0.40
C  2.562  2.859  -1.217  0.33
C  2.080  3.655  -2.443  -0.85
C  1.534  2.829  -3.611  0.62
C  1.299  1.465  -3.624  0.05
C  0.740  0.876  -4.770  -0.89
C  0.410  1.595  -5.907  0.76
C  -0.226  0.978  -7.146  -1.39
C  0.692  2.976  -5.917  -0.69
C  1.237  3.554  -4.783  -0.70
N  1.631  2.138  -0.616  -0.51
C  2.040  1.485  0.510  -0.08
C  1.078  0.700  1.227  -0.44
H  1.001  -4.902  3.989  0.23
H  1.353  -4.532  5.712  0.28
H  -0.284  -4.871  5.208  0.30
H  0.980  -2.307  5.430  0.31
H  -0.664  -2.616  4.830  0.21
H  0.211  -2.888  2.476  0.27
H  1.873  -2.503  3.049  0.34
H  0.450  -0.497  4.236  0.48
H  -1.198  0.443  2.390  0.44
H  -1.312  -1.289  1.869  0.29
H  -1.721  -0.733  3.567  0.47
H  3.040  -0.320  3.825  0.53
H  6.170  0.463  2.033  0.14
H  7.291  3.815  -1.536  0.33
H  6.045  2.525  -3.018  0.33
H  1.230  4.256  -2.067  0.38
H  2.830  4.361  -2.815  0.28
H  1.541  0.854  -2.754  0.37
H  0.512  -0.196  -4.815  0.21
H  0.316  1.316  -8.047  0.34
H  -0.277  -0.118  -7.129  0.32
H  -1.242  1.401  -7.253  0.30
H  0.496  3.624  -6.777  0.35
H  1.437  4.631  -4.803  0.35
H  0.057  0.634  0.843  0.55
C  -4.414  1.201  -0.243  -0.90
C  -5.646  0.654  0.456  -0.35
O  -5.858  1.277  1.723  -0.28
P  -6.483  2.788  1.774  1.05
O  -7.919  2.554  1.435  -0.76
O  -6.635  2.945  3.409  -0.36
C  -7.881  3.322  3.993  -0.35
C  -8.663  2.106  4.453  -1.22
O  -4.978  3.464  1.863  -0.22
C  -4.860  4.896  2.033  -0.40
C  -4.936  5.320  3.491  -0.92
H  -4.565  2.240  -0.545  0.26
H  -4.184  0.618  -1.136  0.43
H  -3.552  1.182  0.424  0.15
H  -6.535  0.773  -0.172  0.30
H  -5.515  -0.411  0.650  0.32
H  -8.466  3.928  3.301  0.39
H  -7.660  3.957  4.854  0.39
H  -8.706  1.335  3.685  0.29
H  -9.681  2.386  4.730  0.36
H  -8.181  1.659  5.325  0.31
H  -5.613  5.412  1.433  0.33
H  -3.881  5.167  1.638  0.32
H  -5.970  5.426  3.815  0.17
H  -4.461  6.292  3.632  0.41
H  -4.460  4.588  4.142  0.28
C  1.285  -7.689  -1.262  -0.99
C  2.310  -7.052  -0.341  -0.21
O  2.984  -5.961  -0.968  -0.39
P  2.210  -4.527  -1.121  1.31
O  2.278  -3.987  0.270  -0.72
O  3.463  -3.648  -1.749  -0.48
C  3.859  -2.415  -1.149  -0.28
C  5.021  -2.612  -0.193  -1.19
O  1.738  -4.897  -2.661  -0.37
C  1.016  -3.901  -3.421  -0.45
C  1.960  -2.898  -4.048  -0.57
H  0.450  -7.010  -1.449  0.25
H  0.887  -8.605  -0.822  0.42
H  1.731  -7.925  -2.229  0.24
H  1.840  -6.715  0.590  0.16
H  3.075  -7.784  -0.081  0.33
H  3.015  -1.938  -0.647  0.33
H  4.164  -1.741  -1.955  0.48
H  4.851  -3.444  0.489  0.31
H  5.196  -1.706  0.391  0.21
H  5.931  -2.842  -0.752  0.37
H  0.280  -3.390  -2.795  0.31
H  0.470  -4.443  -4.192  0.35
H  2.203  -2.116  -3.331  -0.14
H  1.499  -2.406  -4.907  0.36
H  2.894  -3.362  -4.361  0.38

Entry 4:
Density functional theory data (ωB97M-V/def2-TZVPD) for 7 unconnected molecules or ions with the total composition C33H55NO19 in a non-equilibrium geometry.

Output
HOMO-LUMO gap (spin up / spin down): 0.2960 / 0.1484 Ha
E_LUMO (spin up / spin down): -0.11138 / -0.25896 Ha
Net charge: +1
⟨S²⟩: 0.754
HOMO (spin up / spin down): -0.4074 / -0.4074 Eh
Multiplicity: 2

Last column: Löwdin spin population.
Atoms and positions in Å:
C  2.006  -10.514  19.419  0.00
C  2.116  -10.355  17.886  0.00
C  1.736  -11.526  17.020  0.00
O  0.703  -11.107  16.172  0.00
C  0.353  -9.899  16.528  0.00
O  -0.440  -9.111  15.924  0.00
O  0.984  -9.577  17.601  0.00
H  2.892  -11.110  19.637  0.00
H  1.184  -11.125  19.793  0.00
H  2.185  -9.592  19.972  0.00
H  2.989  -9.771  17.595  0.00
H  1.327  -12.320  17.645  0.00
H  2.615  -11.938  16.524  0.00
C  -2.244  -8.519  11.843  0.00
C  -1.043  -7.551  12.046  0.00
C  -0.003  -8.311  12.953  0.00
O  1.146  -8.234  12.146  0.00
C  0.978  -7.872  10.888  0.00
O  1.842  -7.814  9.957  0.00
O  -0.342  -7.615  10.774  0.00
H  -1.909  -9.499  11.505  0.00
H  -3.004  -8.146  11.156  0.00
H  -2.776  -8.581  12.793  0.00
H  -1.249  -6.563  12.457  0.00
H  -0.229  -9.336  13.246  0.00
H  0.170  -7.704  13.842  0.00
C  3.824  -11.132  8.260  0.00
C  4.630  -9.797  8.247  0.00
C  6.213  -9.971  8.143  0.00
O  6.646  -9.091  7.154  0.00
C  5.643  -8.647  6.448  0.00
O  5.561  -7.766  5.599  0.00
O  4.524  -9.164  6.927  0.00
H  3.576  -11.480  9.263  0.00
H  4.455  -11.907  7.825  0.00
H  2.843  -11.088  7.788  0.00
H  4.297  -9.057  8.974  0.00
H  6.525  -10.987  7.899  0.00
H  6.563  -9.755  9.152  0.00
C  4.761  -5.902  11.173  0.00
C  6.025  -5.289  10.472  0.00
C  7.256  -6.313  10.462  0.00
O  7.758  -6.334  9.156  0.00
C  6.882  -5.750  8.304  0.00
O  6.995  -5.568  7.101  0.00
O  5.802  -5.222  9.054  0.00
H  4.499  -6.949  11.018  0.00
H  3.935  -5.205  11.031  0.00
H  5.017  -5.740  12.220  0.00
H  6.178  -4.251  10.768  0.00
H  6.836  -7.306  10.622  0.00
H  7.942  -6.047  11.267  0.00
C  -5.646  -6.884  13.334  0.00
C  -6.801  -6.719  12.411  0.00
C  -6.595  -5.667  11.410  0.00
O  -6.589  -6.277  10.166  0.00
C  -6.911  -7.607  10.317  0.00
O  -7.010  -8.413  9.396  0.00
O  -7.068  -7.877  11.694  0.00
H  -5.724  -7.661  14.093  0.00
H  -5.501  -6.056  14.027  0.00
H  -4.602  -6.947  13.029  0.00
H  -7.618  -6.368  13.042  0.00
H  -5.674  -5.113  11.589  0.00
H  -7.283  -4.825  11.479  0.00
C  -3.512  -10.119  18.535  0.00
C  -3.392  -8.704  18.008  0.00
C  -3.788  -8.580  16.576  0.00
O  -4.529  -7.336  16.482  0.00
C  -4.982  -6.987  17.697  0.00
O  -5.735  -6.119  18.041  0.00
O  -4.452  -7.907  18.612  0.00
H  -4.464  -10.616  18.345  0.00
H  -3.413  -10.255  19.612  0.00
H  -2.764  -10.744  18.047  0.00
H  -2.453  -8.213  18.264  0.00
H  -4.419  -9.440  16.354  0.00
H  -3.063  -8.628  15.764  0.00
C  1.328  -4.863  20.226  0.03
C  0.332  -5.588  19.344  0.04
C  -0.936  -4.781  19.010  0.00
C  -0.820  -3.615  18.024  0.00
C  -0.293  -4.165  16.765  0.00
C  1.047  -4.941  16.922  0.06
N  0.985  -5.949  17.991  0.67
O  2.183  -6.772  18.189  0.08
C  1.446  -5.756  15.681  0.01
C  2.117  -3.977  17.200  0.05
C  -0.091  -6.960  19.981  0.01
H  1.124  -5.159  21.255  0.00
H  1.227  -3.790  20.061  0.00
H  2.374  -5.169  20.201  0.00
H  -1.573  -5.387  18.366  0.00
H  -1.385  -4.460  19.950  0.00
H  -0.216  -2.768  18.349  0.00
H  -1.856  -3.332  17.836  0.00
H  -0.406  -3.420  15.977  0.00
H  -1.006  -4.911  16.413  0.00
H  2.426  -6.195  15.869  0.00
H  0.760  -6.579  15.478  0.00
H  1.507  -5.217  14.735  0.00
H  3.073  -4.438  16.953  0.00
H  1.941  -3.161  16.499  0.01
H  2.120  -3.512  18.186  0.00
H  -0.827  -7.645  19.559  0.00
H  -0.647  -6.759  20.897  0.00
H  0.763  -7.617  20.144  0.00
H  1.950  -7.698  18.093  0.01